# C108H126Cl9N18

A 18-piece molecular cluster, C108H126Cl9N18 overall at a distorted geometry (the ωB97M-V functional and the def2-TZVPD basis, the OMol25 dataset).

Computed properties:
Energy above the lowest of the compared OMol25 structures with the same formula, charge and spin, kcal per mole: 293.6
Kohn-Sham gap, eV: 0.9
Total charge: +9

Element x y z (Å)
C  -2.900  -4.829  -33.122
N  -2.988  -3.410  -33.236
C  -1.904  -2.634  -32.979
C  -1.989  -1.215  -33.113
C  -3.180  -0.634  -33.647
C  -4.196  -1.492  -34.069
C  -4.077  -2.894  -33.825
C  -3.448  0.803  -33.565
C  -2.415  1.726  -33.818
C  -2.662  3.116  -33.591
N  -3.840  3.512  -33.124
C  -4.849  2.672  -32.807
C  -4.691  1.308  -33.096
C  -4.129  4.966  -32.790
H  -3.063  -5.271  -34.105
H  -3.675  -5.257  -32.486
H  -1.917  -5.132  -32.762
H  -1.125  -3.177  -32.464
H  -1.186  -0.657  -32.655
H  -5.122  -1.006  -34.340
H  -4.886  -3.600  -33.940
H  -1.398  1.445  -34.048
H  -2.027  3.989  -33.552
H  -5.779  2.974  -32.349
H  -5.467  0.654  -32.725
H  -5.139  5.290  -33.042
H  -3.494  5.585  -33.423
H  -3.837  5.160  -31.758
C  -11.754  -8.124  -18.202
N  -12.159  -7.837  -16.814
C  -13.280  -8.479  -16.287
C  -13.689  -8.063  -15.013
C  -12.976  -7.145  -14.270
C  -11.791  -6.590  -14.810
C  -11.452  -6.886  -16.081
C  -13.279  -6.631  -12.872
C  -12.237  -6.314  -11.878
C  -12.660  -5.999  -10.594
N  -13.978  -5.910  -10.188
C  -14.932  -6.155  -11.061
C  -14.605  -6.486  -12.405
C  -14.351  -5.791  -8.766
H  -11.993  -7.307  -18.883
H  -12.319  -8.992  -18.542
H  -10.710  -8.436  -18.181
H  -13.865  -9.145  -16.903
H  -14.573  -8.443  -14.523
H  -11.247  -5.835  -14.262
H  -10.508  -6.561  -16.491
H  -11.177  -6.286  -12.084
H  -12.026  -5.812  -9.740
H  -15.903  -5.876  -10.679
H  -15.421  -6.625  -13.098
H  -15.205  -5.158  -8.524
H  -13.460  -5.479  -8.220
H  -14.631  -6.784  -8.415
C  3.434  1.006  7.702
N  2.619  1.417  6.503
C  2.766  0.954  5.212
C  1.901  1.404  4.195
C  0.804  2.205  4.426
C  0.658  2.699  5.757
C  1.526  2.252  6.755
C  -0.201  2.409  3.351
C  -0.416  1.486  2.283
C  -1.211  1.909  1.208
N  -1.620  3.194  1.042
C  -1.418  4.068  2.022
C  -0.775  3.712  3.255
C  -2.154  3.692  -0.274
H  4.363  1.577  7.701
H  3.747  -0.030  7.567
H  2.800  1.013  8.589
H  3.630  0.309  5.149
H  2.091  1.029  3.200
H  -0.151  3.365  6.018
H  1.305  2.579  7.760
H  -0.105  0.452  2.319
H  -1.523  1.202  0.454
H  -1.668  5.108  1.872
H  -0.517  4.392  4.054
H  -3.070  3.117  -0.412
H  -1.480  3.653  -1.129
H  -2.434  4.742  -0.198
C  -9.703  12.722  -30.982
N  -8.566  13.714  -30.811
C  -7.937  14.215  -31.937
C  -6.750  14.874  -31.740
C  -6.143  15.089  -30.546
C  -6.797  14.587  -29.432
C  -7.998  13.936  -29.574
C  -4.755  15.629  -30.503
C  -3.802  15.063  -29.648
C  -2.537  15.698  -29.492
N  -2.270  16.775  -30.308
C  -3.072  17.257  -31.228
C  -4.332  16.756  -31.250
C  -0.917  17.407  -30.204
H  -10.541  13.323  -31.335
H  -9.963  12.189  -30.068
H  -9.348  11.935  -31.647
H  -8.425  13.919  -32.854
H  -6.150  15.074  -32.616
H  -6.332  14.653  -28.460
H  -8.446  13.421  -28.737
H  -3.898  14.124  -29.124
H  -1.746  15.337  -28.852
H  -2.735  18.118  -31.787
H  -5.019  17.295  -31.886
H  -0.888  17.969  -29.271
H  -0.755  18.129  -31.005
H  -0.253  16.543  -30.197
C  -16.675  -1.533  -18.872
N  -17.877  -2.246  -19.476
C  -19.033  -2.216  -18.754
C  -20.132  -2.958  -19.230
C  -20.045  -3.608  -20.454
C  -18.791  -3.677  -21.129
C  -17.689  -3.077  -20.524
C  -21.242  -3.910  -21.272
C  -22.248  -4.750  -20.800
C  -23.540  -4.708  -21.393
N  -23.643  -4.069  -22.656
C  -22.568  -3.410  -23.203
C  -21.386  -3.194  -22.526
C  -24.827  -4.197  -23.534
H  -15.822  -1.579  -19.549
H  -16.337  -1.920  -17.911
H  -16.984  -0.521  -18.609
H  -19.054  -1.462  -17.981
H  -21.043  -2.909  -18.652
H  -18.860  -4.378  -21.948
H  -16.689  -3.097  -20.932
H  -22.038  -5.278  -19.882
H  -24.439  -5.130  -20.969
H  -22.837  -2.811  -24.061
H  -20.567  -2.798  -23.108
H  -24.476  -4.380  -24.549
H  -25.393  -3.265  -23.560
H  -25.440  -5.039  -23.213
C  1.678  4.590  -12.532
N  1.346  3.720  -13.673
C  1.467  2.387  -13.508
C  0.863  1.521  -14.424
C  0.390  2.010  -15.679
C  0.499  3.430  -15.817
C  0.954  4.227  -14.815
C  -0.020  1.220  -16.852
C  -0.982  0.283  -16.633
C  -1.219  -0.771  -17.579
N  -0.589  -0.704  -18.756
C  0.213  0.311  -19.079
C  0.565  1.299  -18.095
C  -0.770  -1.683  -19.880
H  0.753  4.948  -12.081
H  2.221  5.387  -13.040
H  2.187  4.020  -11.755
H  1.887  1.977  -12.602
H  0.897  0.449  -14.296
H  0.119  3.887  -16.719
H  0.978  5.299  -14.948
H  -1.332  0.186  -15.616
H  -1.977  -1.521  -17.407
H  0.562  0.357  -20.100
H  1.311  2.060  -18.273
H  -0.940  -2.698  -19.520
H  0.146  -1.668  -20.471
H  -1.644  -1.276  -20.389
C  -6.621  2.161  -12.341
N  -6.129  2.742  -13.626
C  -5.239  3.724  -13.569
C  -4.869  4.378  -14.786
C  -5.545  4.106  -16.033
C  -6.397  2.948  -15.997
C  -6.747  2.311  -14.821
C  -5.166  4.856  -17.276
C  -4.925  6.253  -17.319
C  -4.670  6.839  -18.597
N  -4.572  6.050  -19.701
C  -4.746  4.676  -19.617
C  -5.002  4.053  -18.432
C  -4.115  6.710  -20.951
H  -5.733  1.616  -12.022
H  -7.369  1.426  -12.638
H  -7.139  2.868  -11.693
H  -4.725  3.811  -12.623
H  -4.075  5.107  -14.844
H  -6.946  2.668  -16.885
H  -7.451  1.496  -14.897
H  -4.915  6.759  -16.365
H  -4.524  7.901  -18.730
H  -4.741  4.095  -20.528
H  -5.169  2.987  -18.475
H  -4.424  6.133  -21.822
H  -3.038  6.871  -20.914
H  -4.507  7.727  -20.990
C  8.202  17.799  -33.568
N  7.665  16.475  -33.020
C  6.837  15.660  -33.732
C  6.352  14.535  -33.081
C  6.774  14.118  -31.830
C  7.742  14.942  -31.201
C  8.164  16.083  -31.790
C  6.236  12.810  -31.293
C  5.633  12.751  -30.027
C  4.795  11.699  -29.737
N  4.717  10.611  -30.584
C  5.303  10.615  -31.774
C  6.137  11.705  -32.143
C  3.931  9.430  -30.227
H  9.283  17.673  -33.505
H  7.746  18.532  -32.903
H  7.858  17.756  -34.601
H  6.469  15.826  -34.734
H  5.622  13.995  -33.665
H  8.104  14.728  -30.206
H  8.961  16.589  -31.266
H  5.771  13.595  -29.368
H  4.421  11.506  -28.742
H  5.202  9.757  -32.422
H  6.418  11.640  -33.184
H  3.169  9.824  -29.556
H  4.588  8.682  -29.783
H  3.395  9.108  -31.120
C  -11.536  8.742  -19.353
N  -10.898  9.718  -18.433
C  -11.172  9.590  -17.091
C  -10.673  10.585  -16.225
C  -9.768  11.581  -16.664
C  -9.520  11.623  -18.064
C  -10.031  10.632  -18.911
C  -9.395  12.753  -15.837
C  -8.817  12.635  -14.577
C  -8.403  13.751  -13.837
N  -8.757  14.987  -14.307
C  -9.328  15.189  -15.491
C  -9.698  14.062  -16.259
C  -8.360  16.097  -13.398
H  -11.040  7.783  -19.203
H  -11.498  8.939  -20.424
H  -12.574  8.782  -19.024
H  -11.867  8.828  -16.771
H  -10.814  10.527  -15.156
H  -8.974  12.480  -18.430
H  -9.985  10.691  -19.988
H  -8.379  11.691  -14.289
H  -7.840  13.667  -12.919
H  -9.500  16.226  -15.740
H  -10.248  14.300  -17.157
H  -7.309  16.301  -13.604
H  -8.530  15.825  -12.356
H  -8.992  16.973  -13.542
Cl  -1.568  1.515  -27.222
Cl  -8.595  7.312  -27.098
Cl  -5.400  -4.536  -12.928
Cl  -1.071  0.161  -7.190
Cl  -2.288  11.356  -12.369
Cl  -8.090  -1.534  -20.938
Cl  -4.251  15.345  -22.896
Cl  2.892  6.575  -21.834
Cl  -13.454  1.502  -10.761